(1)
This record from OMol25 describes a 6-piece molecular cluster, C17H30Cl2N2O11 overall at a distorted geometry. The level of theory is ωB97M-V with the def2-TZVPD basis set.

Geometry as XYZ:
```
62
Properties=species:S:1:pos:R:3:mulliken_charge:R:1
O -5.295 1.368 -1.528 -0.51
C -4.931 2.184 -0.756 0.68
O -4.745 3.505 -1.033 -0.34
C -4.578 4.228 0.181 -0.34
C -4.105 3.138 1.154 -0.12
O -4.628 1.935 0.540 -0.34
H -3.809 4.980 0.008 0.30
H -5.477 4.735 0.531 0.24
H -4.564 3.170 2.136 0.33
H -3.018 3.086 1.209 0.11
O -0.599 -6.282 3.407 -0.49
C 0.194 -5.398 3.468 0.62
O 0.348 -4.415 2.553 -0.24
C 1.486 -3.597 2.873 -0.04
C 2.008 -4.234 4.183 -0.37
O 1.080 -5.267 4.475 -0.38
H 2.233 -3.753 2.098 0.22
H 1.167 -2.570 2.996 0.13
H 2.043 -3.515 5.002 0.27
H 3.011 -4.649 4.093 0.25
O -3.648 -3.185 0.426 -0.51
C -3.105 -4.234 0.473 0.70
O -3.429 -5.209 1.353 -0.35
C -2.776 -6.432 0.959 -0.27
C -1.684 -5.944 0.024 -0.06
O -2.106 -4.632 -0.341 -0.35
H -2.365 -6.916 1.840 0.22
H -3.546 -7.071 0.527 0.28
H -1.532 -6.625 -0.815 0.30
H -0.716 -5.862 0.518 0.08
C 4.454 4.161 -4.623 -0.84
N 3.329 3.272 -4.534 -0.22
C 3.039 2.642 -3.373 0.51
C 1.789 1.772 -3.344 -0.39
O 3.787 2.711 -2.409 -0.76
H 5.367 3.659 -4.308 0.25
H 4.294 5.052 -4.015 0.28
H 4.633 4.451 -5.657 0.34
H 2.648 3.293 -5.272 0.26
H 1.247 1.820 -4.283 0.39
H 1.145 2.174 -2.559 0.02
H 2.127 0.786 -3.042 0.14
C 2.019 4.180 0.624 -1.04
N 2.282 2.869 0.054 0.05
C 2.332 1.771 0.842 0.67
C 2.800 0.483 0.204 -0.79
O 2.053 1.811 2.034 -0.70
H 2.521 4.915 -0.001 0.36
H 2.378 4.247 1.647 0.33
H 0.945 4.384 0.596 0.24
H 2.783 2.893 -0.831 0.29
H 3.878 0.542 0.049 0.39
H 2.297 0.238 -0.726 0.12
H 2.611 -0.258 0.977 0.15
Cl -1.752 1.642 -1.814 -0.21
C -0.804 0.894 -0.502 -0.06
C -1.648 0.000 0.369 -0.34
Cl -0.579 -0.828 1.522 -0.13
H -0.317 1.695 0.055 0.07
H 0.008 0.347 -0.983 0.24
H -2.213 -0.745 -0.181 0.40
H -2.369 0.589 0.933 -0.01
```

Values from the calculation:
Gap between HOMO and LUMO: 0.3614 Eh
Relative energy (zero: lowest compared OMol25 entry of this formula, charge and spin): 0.000 eV
LUMO level: 0.0160 Eh
DFT total energy: -2523.3786 a.u.
Largest force on an atom: 1.15 eV/A
SMILES: O=C1OCCO1.O=C1OCCO1.O=C1OCCO1.CNC(C)=O.CNC(C)=O.ClCCCl

(2)
This record from OMol25 describes one molecule with the formula C26H31N3O4S2 at a distorted geometry. The level of theory is ωB97M-V with the def2-TZVPD basis set.

Geometry as XYZ:
```
66
Properties=species:S:1:pos:R:3:mulliken_charge:R:1
C -1.416 -0.539 3.551 -1.88
C -0.398 0.209 2.750 1.25
C 0.956 -0.005 2.991 -0.69
C 1.912 0.664 2.257 -1.02
C 1.537 1.528 1.242 0.95
S 2.935 2.284 0.378 1.32
O 2.533 3.502 -0.266 -0.77
O 4.018 2.348 1.316 -0.75
N 3.423 1.253 -0.825 0.23
C 2.532 1.003 -1.929 -1.64
C 1.756 -0.308 -1.752 0.59
N 2.714 -1.380 -1.559 0.07
C 2.159 -2.718 -1.706 -1.88
C 1.008 -3.068 -0.792 0.50
C -0.294 -3.083 -1.277 -0.14
C -1.355 -3.417 -0.455 -0.51
C -1.129 -3.721 0.876 -0.33
C 0.161 -3.696 1.374 -0.67
C 1.224 -3.384 0.544 -0.15
C 3.462 -1.158 -0.337 0.15
C 4.268 0.134 -0.493 -1.48
C 0.199 1.764 0.960 0.37
C -0.240 2.670 -0.148 -1.92
C -0.760 1.112 1.750 -0.85
N -2.130 1.373 1.501 0.67
C -2.809 2.381 2.280 -1.14
S -2.998 0.196 0.712 1.30
O -2.251 -1.026 0.737 -0.30
O -4.342 0.208 1.216 -0.78
C -3.001 0.806 -0.971 0.08
C -2.125 0.244 -1.879 0.02
C -2.078 0.745 -3.171 -0.39
C -2.903 1.798 -3.532 -0.64
C -3.782 2.350 -2.612 -0.71
C -3.832 1.851 -1.320 -0.53
H -1.151 -0.532 4.607 0.61
H -1.439 -1.572 3.205 0.16
H -2.414 -0.131 3.420 0.33
H 1.253 -0.694 3.767 0.46
H 2.964 0.549 2.466 0.58
H 1.866 1.861 -2.009 0.46
H 3.137 0.932 -2.840 0.44
H 1.181 -0.511 -2.657 0.59
H 1.056 -0.223 -0.901 -0.41
H 2.983 -3.420 -1.547 0.56
H 1.834 -2.810 -2.748 0.50
H -0.474 -2.851 -2.319 0.29
H -2.359 -3.436 -0.848 0.37
H -1.958 -3.973 1.518 0.42
H 0.348 -3.936 2.412 0.46
H 2.231 -3.406 0.935 0.41
H 4.150 -1.993 -0.189 0.64
H 2.800 -1.076 0.542 -0.17
H 4.798 0.391 0.423 0.50
H 4.992 0.007 -1.305 0.38
H -0.357 2.098 -1.069 0.04
H 0.502 3.445 -0.315 0.66
H -1.201 3.121 0.079 0.34
H -2.633 3.381 1.872 0.25
H -3.873 2.153 2.240 0.44
H -2.478 2.365 3.321 0.34
H -1.506 -0.578 -1.556 0.23
H -1.401 0.315 -3.894 0.44
H -2.865 2.189 -4.538 0.40
H -4.426 3.166 -2.902 0.42
H -4.513 2.250 -0.586 0.50
```

Values from the calculation:
Gap between HOMO and LUMO: 0.3346 Eh
Relative energy (zero: lowest compared OMol25 entry of this formula, charge and spin): 2.184 eV
LUMO level: 0.0197 Eh
DFT total energy: -2270.9371 a.u.
Largest force on an atom: 1.05 eV/A
SMILES: Cc1ccc(S(=O)(=O)N2CCN(Cc3ccccc3)CC2)c(C)c1N(C)S(=O)(=O)c1ccccc1

(3)
This record from OMol25 describes one molecule with the formula C11H26F3N2O3PS3 at a distorted geometry. The level of theory is ωB97M-V with the def2-TZVPD basis set.

Geometry as XYZ:
```
49
Properties=species:S:1:pos:R:3:mulliken_charge:R:1
C 3.842 -2.970 1.478 -0.77
C 2.953 -4.055 0.706 -0.32
S 1.261 -3.458 0.209 -0.04
C 1.434 -1.868 -0.756 -0.80
P 0.031 -0.618 -0.325 0.48
S 1.029 -0.329 1.595 -0.43
C 0.297 1.169 -0.852 -0.57
C 0.053 2.269 0.280 -0.68
C 1.421 2.963 0.807 -0.66
C 1.609 4.420 0.145 -0.61
N 0.880 5.471 0.947 -0.61
C -1.486 -1.337 0.543 -1.33
C -2.541 -0.265 1.070 0.28
O -2.765 0.847 0.181 -0.49
C -3.977 -1.059 1.183 -0.76
N -5.077 -0.357 0.482 -0.64
S -0.903 -1.194 -2.232 0.76
O -2.363 -0.778 -2.325 -0.63
O -0.909 -2.703 -2.428 -0.65
C -0.073 -0.479 -3.751 0.56
F 1.268 -0.129 -3.590 -0.23
F -0.850 0.608 -4.205 -0.21
F -0.140 -1.422 -4.798 -0.22
H 3.986 -3.281 2.557 0.28
H 3.407 -1.918 1.471 0.15
H 4.853 -2.890 0.947 0.24
H 3.493 -4.396 -0.245 0.31
H 2.796 -4.936 1.410 0.31
H 2.416 -1.386 -0.409 0.48
H 1.549 -2.039 -1.871 0.53
H 0.919 -1.468 2.368 0.24
H -0.475 1.381 -1.677 0.38
H 1.335 1.306 -1.301 0.33
H -0.618 1.931 1.132 0.09
H -0.521 3.125 -0.229 0.45
H 2.306 2.337 0.430 0.33
H 1.454 3.032 1.943 0.34
H 1.247 4.418 -0.942 0.30
H 2.718 4.710 0.083 0.28
H 0.008 5.653 0.434 0.29
H 0.679 5.042 1.860 0.27
H -1.967 -2.152 -0.096 0.62
H -1.093 -1.884 1.470 0.50
H -2.252 0.035 2.132 0.35
H -2.872 1.622 0.775 0.33
H -3.920 -2.112 0.772 0.35
H -4.238 -1.086 2.287 0.32
H -5.253 0.574 0.865 0.24
H -4.950 -0.347 -0.532 0.29
```

Values from the calculation:
Gap between HOMO and LUMO: 0.3366 Eh
LUMO level: 0.0054 Eh
DFT total energy: -2605.2909 a.u.
Largest force on an atom: 8.06 eV/A
SMILES: CCSCP(S)(CCCCN)(C[C@@H](O)CN)S(=O)(=O)C(F)(F)F

(4)
This record from OMol25 describes H10NaO5 as an isolated structure. The level of theory is ωB97M-V with the def2-TZVPD basis set.

Geometry as XYZ:
```
16
Properties=species:S:1:pos:R:3:mulliken_charge:R:1
Na -0.017 0.104 0.030 0.78
O -0.732 -0.957 2.481 -0.61
H -0.864 -1.696 1.888 0.32
H -0.194 -1.311 3.189 0.33
O 1.846 1.392 -0.899 -0.53
H 2.095 2.281 -0.644 0.29
H 2.439 1.175 -1.618 0.29
O -1.484 2.064 0.309 -0.57
H -1.224 2.621 -0.425 0.32
H -2.235 2.513 0.697 0.29
O 1.834 -1.785 0.242 -0.55
H 1.368 -2.605 0.082 0.32
H 2.722 -2.056 0.477 0.28
O -1.599 -0.454 -1.666 -0.55
H -1.411 -0.702 -2.571 0.29
H -2.543 -0.584 -1.573 0.30
```

Values from the calculation:
Gap between HOMO and LUMO: 0.4436 Eh
Relative energy (zero: lowest compared OMol25 entry of this formula, charge and spin): 0.327 eV
Charge: +1
LUMO level: -0.1195 Eh
DFT total energy: -544.3601 a.u.
Largest force on an atom: 0.74 eV/A

(5)
This record from OMol25 describes C3H4LiO4Tb as an isolated structure at a distorted geometry. The level of theory is ωB97M-V with the def2-TZVPD basis set.

Geometry as XYZ:
```
13
Properties=species:S:1:pos:R:3:mulliken_spin:R:1
O 0.959 -1.737 -0.765 -0.03
O 0.445 -0.003 0.977 0.02
C 0.124 1.308 0.541 0.00
C -0.768 1.096 -0.689 0.00
O -0.389 -0.116 -1.305 0.00
C -0.105 -1.083 -0.343 -0.11
H -0.432 1.831 1.321 0.00
H 1.018 1.871 0.274 0.00
H -0.631 1.926 -1.383 0.00
H -1.814 1.031 -0.382 0.00
O -1.109 -2.023 -0.132 -0.04
Li 2.134 -0.805 0.777 0.04
Tb 0.569 -3.295 1.110 6.13
```

Values from the calculation:
Gap between HOMO and LUMO (spin up / spin down): 0.2014 / 0.2066 Eh
Relative energy (zero: lowest compared OMol25 entry of this formula, charge and spin): 3.680 eV
Charge: +2
LUMO level (spin up / spin down): -0.4341 / -0.4298 Eh
Spin multiplicity: 7
DFT total energy: -1248.9168 a.u.
<S²>: 12.759
Largest force on an atom: 6.37 eV/A

(6)
This record from OMol25 describes a 6-piece molecular cluster, H12O6 overall at a distorted geometry. The level of theory is ωB97M-V with the def2-TZVPD basis set.

Geometry as XYZ:
```
18
Properties=species:S:1:pos:R:3:mulliken_charge:R:1
O -0.972 0.621 -0.593 -0.53
H -0.175 0.261 -0.216 0.22
H -0.969 0.126 -1.506 0.31
O 1.364 0.476 4.186 -0.61
H 2.012 0.335 3.545 0.30
H 1.700 -0.191 4.849 0.32
O 3.097 0.301 -4.532 -0.65
H 2.277 0.122 -4.069 0.31
H 3.392 -0.619 -4.924 0.33
O 1.522 -1.129 -0.180 -0.64
H 1.002 -0.635 0.465 0.32
H 0.863 -1.728 -0.568 0.33
O -3.048 -0.250 -1.264 -0.63
H -3.639 0.510 -1.195 0.32
H -3.117 -0.477 -2.166 0.30
O -1.822 0.291 2.537 -0.57
H -1.706 -0.445 2.000 0.27
H -2.762 0.257 2.561 0.29
```

Values from the calculation:
Gap between HOMO and LUMO: 0.3991 Eh
Relative energy (zero: lowest compared OMol25 entry of this formula, charge and spin): 3.066 eV
LUMO level: 0.0035 Eh
DFT total energy: -458.5598 a.u.
Largest force on an atom: 3.24 eV/A
SMILES: O.O.O.O.O.O